C5H10 | ωB97M-V/def2-TZVPD

Each line ends with the natural charge from an NBO analysis.
Geometry (Å):
1 C -2.07359 -0.42733 -0.33346  -0.461
2 C -2.93289 -0.09537 0.61183  -0.454
3 H -2.40116 -0.77307 -1.29724  0.173
4 H -1.01632 -0.36665 -0.18485  0.201
5 H -4.00519 -0.14342 0.45132  0.174
6 H -2.60542 0.26002 1.58874  0.187
7 C 1.61178 0.20213 -1.33829  -1.039
8 C 1.82367 -0.23298 0.07672  -0.348
9 C 1.61006 0.51365 1.15130  -0.560
10 H 2.58039 0.24605 -1.86174  0.196
11 H 1.11876 1.16717 -1.39150  0.200
12 H 1.01298 -0.53212 -1.90334  0.189
13 H 2.20367 -1.24302 0.20294  0.181
14 H 1.80826 0.12623 2.14696  0.177
15 H 1.21396 1.51918 1.06385  0.184

HOMO-LUMO gap (alpha / beta)	2.47 / 9.87	eV
<S²>	0.75
multiplicity	2
F_max	0.6	eV Å⁻¹
relative energy (zero: lowest compared OMol25 entry of this formula, charge and spin)	102.3	kJ/mol
charge	-1


C5H10 | ωB97M-V/def2-TZVPD

Each line ends with the natural charge from an NBO analysis.
Geometry (Å):
1 C 1.74565 0.06051 0.20832  -0.607
2 C 0.24778 0.23693 0.42186  -0.201
3 C -0.56993 -1.05398 0.52399  -0.535
4 C -1.94751 0.51072 -0.38407  -0.156
5 C -0.52292 0.93518 -0.71554  -0.530
6 H 2.24840 1.03213 0.13586  0.214
7 H 2.20224 -0.48640 1.04325  0.212
8 H 1.95741 -0.49607 -0.71323  0.203
9 H 0.07533 0.80610 1.34416  0.207
10 H -0.44707 -1.69275 -0.35744  0.209
11 H -0.45678 -1.64412 1.43808  0.226
12 H -1.64947 -0.65892 0.60446  0.232
13 H -2.31759 -0.16273 -1.18401  0.121
14 H -0.43514 2.02822 -0.68225  0.226
15 H -0.13039 0.58520 -1.68346  0.177

HOMO-LUMO gap	8.75	eV
F_max	0.3	eV Å⁻¹
relative energy (zero: lowest compared OMol25 entry of this formula, charge and spin)	421.4	kJ/mol
charge	0


C5H10 | ωB97M-V/def2-TZVPD

Each line ends with the natural charge from an NBO analysis.
Geometry (Å):
1 C 1.28061 0.27963 -2.01617  -0.396
2 C 0.04799 0.80699 -2.20778  -0.381
3 H 1.41524 -0.28962 -1.08121  0.192
4 H 2.10103 0.28207 -2.71496  0.200
5 H -0.76922 0.79507 -1.50474  0.201
6 H -0.21044 1.29052 -3.17190  0.185
7 C -0.03848 -1.34267 1.54633  -0.647
8 C 0.01264 0.17139 1.42625  -0.180
9 C -1.14315 0.63314 1.05482  -0.395
10 H 1.03340 -1.70692 1.67845  0.208
11 H -0.36001 -1.59667 2.46892  0.210
12 H -0.74085 -1.82975 0.91176  0.220
13 H 0.78897 0.65974 1.91824  0.210
14 H -1.36767 1.70645 0.81895  0.184
15 H -2.05007 0.14062 0.87305  0.188

HOMO-LUMO gap	10.83	eV
SMILES	C=CC.C=C
F_max	4.9	eV Å⁻¹
relative energy (zero: lowest compared OMol25 entry of this formula, charge and spin)	287.7	kJ/mol
charge	0


C5H10 | ωB97M-V/def2-TZVPD

Each line ends with the natural charge from an NBO analysis.
Geometry (Å):
1 C -1.82181 -0.07050 0.06312  -0.601
2 C -0.43309 -0.01856 -0.38587  -0.234
3 C 0.44637 1.09285 0.10010  -0.389
4 C 1.69455 0.03869 -0.00752  -0.390
5 C 0.59537 -1.08477 0.03928  -0.396
6 H -1.87050 -0.13236 1.19821  0.196
7 H -2.25802 0.97082 -0.16315  0.207
8 H -2.48258 -0.86066 -0.28306  0.218
9 H -0.39849 0.04644 -1.49545  0.191
10 H 0.47738 2.01359 -0.56773  0.207
11 H 0.28374 1.28990 1.16615  0.199
12 H 2.41540 -0.06747 0.76668  0.200
13 H 2.22895 0.15914 -0.93584  0.199
14 H 0.41815 -1.43189 1.08068  0.192
15 H 0.70460 -1.94521 -0.57562  0.202

HOMO-LUMO gap	11.71	eV
SMILES	CC1CCC1
F_max	3.6	eV Å⁻¹
relative energy (zero: lowest compared OMol25 entry of this formula, charge and spin)	119.9	kJ/mol
charge	0


C5H10 | ωB97M-V/def2-TZVPD

Each line ends with the natural charge from an NBO analysis.
Geometry (Å):
1 C 1.87465 0.76023 0.76549  -0.617
2 C 0.68121 0.78338 -0.03877  -0.035
3 C -0.28014 -0.40953 0.21902  -0.337
4 C -1.65438 0.15622 0.55122  -0.611
5 C -0.23052 -0.78812 -1.31780  -0.594
6 H 2.40764 1.67901 0.52196  0.217
7 H 1.87394 0.14195 -0.27229  0.292
8 H 1.80015 0.65821 1.85318  0.221
9 H 0.02474 -1.26714 0.82172  0.192
10 H -2.45726 -0.57366 0.53760  0.216
11 H -1.56009 0.70698 1.49461  0.206
12 H -1.82215 1.01701 -0.10477  0.224
13 H 0.72089 -1.26096 -1.57474  0.198
14 H -0.42368 0.00933 -2.01957  0.233
15 H -0.95501 -1.61291 -1.43685  0.196

HOMO-LUMO gap	9.13	eV
F_max	3.8	eV Å⁻¹
relative energy (zero: lowest compared OMol25 entry of this formula, charge and spin)	511.6	kJ/mol
charge	0


C5H10 | ωB97M-V/def2-TZVPD

Each line ends with the natural charge from an NBO analysis.
Geometry (Å):
1 C -1.84101 -0.22206 0.60939  -0.546
2 C -0.40906 -0.01616 0.12421  -0.335
3 C 0.29698 1.10860 -0.65449  -0.390
4 C 1.54839 0.19065 -0.75590  -0.389
5 C 0.83241 -0.92475 0.05808  -0.390
6 H -1.95508 0.19179 1.85397  0.121
7 H -2.54582 0.42473 0.10882  0.227
8 H -2.09150 -1.26704 0.71629  0.227
9 H -0.62503 0.30403 1.19316  0.294
10 H -0.09471 1.46542 -1.61551  0.195
11 H 0.45545 1.98149 -0.01129  0.194
12 H 2.46144 0.59130 -0.30020  0.201
13 H 1.78661 -0.10598 -1.78267  0.202
14 H 1.25879 -1.06841 1.05734  0.195
15 H 0.79191 -1.90440 -0.43509  0.195

HOMO-LUMO gap	9.23	eV
SMILES	CC1CCC1
F_max	4.3	eV Å⁻¹
relative energy (zero: lowest compared OMol25 entry of this formula, charge and spin)	396.7	kJ/mol
charge	0


Electronic energy (Eh)
-196.3860; -196.3479; -196.3988; -196.4627; -196.3135; -196.3573